This record from OMol25 describes 9 unconnected molecules or ions with the total composition C36H72O9 in a non-equilibrium geometry. The level of theory is ωB97M-V with the def2-TZVPD basis set.

The strongest force on any atom is 8.613 eV/A. As for the SMILES: C1CCOC1.C1CCOC1.C1CCOC1.C1CCOC1.C1CCOC1.C1CCOC1.C1CCOC1.C1CCOC1.C1CCOC1. The value obtained for the energy above the lowest of the compared OMol25 structures with the same formula, charge and spin is 14.5090 eV.

```
! RIJCOSX wB97M-V def2-TZVPD def2/J DEFGRID3
* xyz 0 1
C -6.21356 -2.69122 0.96336
C -5.42256 -3.66422 0.07636
C -3.99056 -3.55622 0.42036
O -3.88256 -2.21522 0.81436
C -5.04256 -1.92422 1.59036
H -6.66356 -3.33822 1.75636
H -6.87856 -2.03122 0.51536
H -5.57056 -3.62622 -1.04464
H -5.76456 -4.79622 0.18736
H -3.35656 -3.67222 -0.49464
H -3.67656 -4.40122 0.98336
H -5.22656 -0.80522 1.91236
H -4.70856 -2.43222 2.51636
C -3.85656 2.19178 -1.33864
C -3.83756 0.88178 -0.60464
C -4.09556 -0.25422 -1.48264
O -4.68456 0.37678 -2.71364
C -3.93156 1.65278 -2.82664
H -2.92056 2.76178 -1.02964
H -4.81656 2.69178 -1.21164
H -4.66456 1.00878 0.08136
H -2.80556 0.82778 0.01936
H -4.94256 -0.96722 -1.08564
H -3.20256 -0.79822 -1.88264
H -4.35356 2.25778 -3.52064
H -2.93256 1.30778 -3.22864
C -2.02956 1.67878 4.31936
C -1.94156 0.16278 4.01236
C -1.61656 -0.45722 5.44436
O -1.87456 0.65678 6.34936
C -1.57956 1.93078 5.72036
H -3.06256 1.82778 4.38136
H -1.76756 2.46078 3.60736
H -1.12956 -0.13622 3.32436
H -2.82956 -0.14522 3.54936
H -0.57556 -0.75722 5.55336
H -2.13356 -1.30222 5.60736
H -0.52356 2.14678 5.83336
H -2.11756 2.66878 6.31436
C 0.38344 1.09178 -0.96664
C 0.18944 -0.42422 -1.33664
C -0.54756 -1.05322 -0.07764
O -0.43456 0.00078 0.91536
C 0.40544 0.99678 0.50636
H -0.62056 1.54378 -1.04764
H 1.37444 1.58678 -1.33764
H 1.10644 -1.01422 -1.43164
H -0.41656 -0.76522 -2.05864
H 0.13844 -1.80522 0.37336
H -1.65956 -1.17922 -0.44264
H 1.50844 0.76778 0.77436
H -0.00356 1.97778 0.82736
C 3.15344 -2.31822 1.78236
C 4.52744 -2.20622 1.20836
C 4.94344 -0.81722 1.76836
O 3.76744 -0.12222 2.00936
C 2.83344 -0.97822 2.52536
H 3.23244 -3.01122 2.58736
H 2.53744 -2.53222 1.02236
H 4.42244 -2.07222 0.11936
H 5.10544 -3.04522 1.59336
H 5.80144 -0.57822 1.11736
H 5.36544 -0.75522 2.60136
H 1.69144 -0.55322 2.27436
H 2.93144 -1.18322 3.46836
C 3.20744 -1.66022 -3.52264
C 4.21244 -0.89722 -2.85964
C 4.32744 0.48278 -3.50464
O 3.69444 0.28478 -4.72364
C 2.55744 -0.62422 -4.48464
H 2.53144 -2.21322 -2.95364
H 3.75444 -2.43422 -4.03564
H 5.21144 -1.36322 -2.52064
H 3.89144 -0.74922 -1.88964
H 5.49744 0.64678 -3.55464
H 3.74844 1.32278 -2.69064
H 2.04244 -0.94322 -5.42464
H 1.80444 -0.03622 -4.14564
C -1.53656 5.64878 -0.57764
C -2.40056 5.15978 0.60136
C -1.35056 4.40878 1.43736
O -0.21356 4.97878 1.22936
C -0.09356 5.12478 -0.22464
H -1.52856 6.69278 -0.57464
H -1.78756 5.14378 -1.58864
H -3.14656 4.54478 0.12136
H -2.72856 5.90378 1.28436
H -1.29156 3.28178 1.46636
H -1.68756 4.54478 2.52436
H -0.00856 4.24878 -0.94564
H 0.75844 5.81578 -0.43064
C 4.23444 2.36078 -0.00464
C 3.59044 3.80778 -0.49464
C 4.60144 4.44778 -1.27364
O 5.40744 3.37678 -1.89264
C 5.55344 2.49578 -0.80364
H 3.54844 1.52378 -0.39164
H 4.53944 2.25378 1.08936
H 3.32044 4.29778 0.50336
H 2.67044 3.42578 -1.12264
H 5.22344 4.95778 -0.68464
H 4.21044 5.19278 -2.15464
H 6.42044 3.08978 -0.29064
H 6.10544 1.43678 -1.04164
C 0.48844 -5.97122 -1.17264
C -0.90756 -5.39222 -1.03564
C -0.87056 -4.34722 -2.17364
O 0.45844 -3.95522 -2.16864
C 1.35644 -4.98822 -1.95064
H 0.41144 -6.78822 -1.85564
H 0.56344 -6.14222 -0.06664
H -0.88556 -4.81522 -0.21864
H -1.71156 -6.28922 -1.01364
H -1.72156 -3.47222 -2.19264
H -1.12556 -4.68622 -3.09764
H 2.48144 -4.77222 -1.66964
H 1.45844 -5.43222 -2.99864
*
```

Atomic partial charges in e from the Löwdin method, atoms 1 to 99: -0.14, -0.20, -0.25, -0.18, -0.21, 0.12, 0.08, 0.12, 0.14, 0.11, 0.11, 0.15, 0.12, -0.15, -0.23, -0.18, -0.17, -0.15, 0.10, 0.11, 0.10, 0.15, 0.14, 0.11, 0.07, 0.13, -0.16, -0.10, -0.13, -0.16, -0.19, 0.09, 0.09, 0.09, 0.07, 0.11, 0.07, 0.11, 0.12, -0.13, -0.13, -0.12, -0.18, -0.31, 0.10, 0.13, 0.09, 0.05, 0.12, 0.12, 0.13, 0.11, -0.15, -0.12, -0.20, -0.13, -0.17, 0.10, 0.05, 0.10, 0.12, 0.14, 0.04, 0.17, 0.05, -0.17, -0.25, -0.22, -0.14, -0.10, 0.07, 0.12, 0.15, 0.05, 0.15, 0.17, 0.14, 0.07, -0.15, -0.13, -0.36, -0.10, -0.14, 0.08, 0.13, 0.08, 0.10, 0.10, 0.13, 0.12, 0.12, -0.13, -0.18, -0.23, -0.18, -0.28, 0.09, 0.12, 0.13

***

This record from OMol25 describes 10 unconnected molecules or ions with the total composition C36H73Br6N3O18 in a non-equilibrium geometry. The level of theory is ωB97M-V with the def2-TZVPD basis set.

The strongest force on any atom is 1.389 eV/A. As for the SMILES: COCCNCCOC.COCCNCCOC.COCCNCCOC.O=C1OCCO1.O=C1OCCO1.O=C1OCCO1.O=C1OCCO1.BrCCBr.BrCCBr.BrCCBr.

```
! RIJCOSX wB97M-V def2-TZVPD def2/J DEFGRID3
* xyz 0 1
C -22.26063 -26.99126 22.42120
O -23.31787 -26.73682 23.30784
C -23.47968 -25.36380 23.58854
C -24.77599 -25.17647 24.34421
N -24.90611 -26.09807 25.47392
C -24.12932 -25.62635 26.63447
C -24.52187 -26.38230 27.87271
O -24.19026 -27.73262 27.66589
C -24.71476 -28.57691 28.66094
H -22.58993 -26.93441 21.37707
H -21.87035 -27.99457 22.59061
H -21.44403 -26.27099 22.56065
H -23.51671 -24.78140 22.65646
H -22.57564 -25.03925 24.12425
H -25.60416 -25.27687 23.63276
H -24.91058 -24.14017 24.66435
H -24.41909 -26.93639 25.16859
H -24.24629 -24.54585 26.74905
H -23.04721 -25.75901 26.46203
H -25.58976 -26.22294 28.07399
H -23.96277 -26.02417 28.75421
H -24.28808 -28.30715 29.63641
H -24.47189 -29.60710 28.42025
H -25.80544 -28.47391 28.70922
C -16.64991 -20.10720 25.93650
O -16.46718 -20.72228 27.18113
C -17.42874 -21.69084 27.48136
C -17.17720 -22.17679 28.88674
N -15.81749 -22.72265 28.96594
C -15.26071 -22.78556 30.31382
C -15.93110 -23.90068 31.09203
O -15.49799 -23.84222 32.43780
C -15.24983 -25.09002 33.03797
H -16.59974 -20.82829 25.11533
H -15.87792 -19.35681 25.76056
H -17.58910 -19.53689 25.88645
H -17.44238 -22.52524 26.76481
H -18.44167 -21.25372 27.39590
H -17.86512 -23.00200 29.08121
H -17.31592 -21.31864 29.56220
H -15.24244 -22.16031 28.35421
H -15.41838 -21.81884 30.81035
H -14.20335 -23.01312 30.18955
H -15.67934 -24.84505 30.60192
H -17.01824 -23.76009 31.05594
H -15.44965 -25.01130 34.10814
H -14.20004 -25.39195 32.93578
H -15.87622 -25.89261 32.63814
C -13.60345 -22.07799 22.99602
O -14.22694 -21.98768 21.74165
C -15.28284 -22.93845 21.60668
C -15.46683 -23.29940 20.15260
N -14.20452 -23.69158 19.49127
C -13.69107 -24.98411 19.96486
C -12.38106 -25.33405 19.30333
O -11.30254 -24.84409 20.07841
C -10.08080 -24.86886 19.36863
H -12.94418 -21.21876 23.10024
H -13.05653 -23.02162 23.09263
H -14.33853 -22.02104 23.81344
H -16.13192 -22.44306 22.09001
H -15.03201 -23.85720 22.15450
H -15.83305 -22.44911 19.57193
H -16.19676 -24.10843 20.06256
H -13.54704 -23.01074 19.87954
H -14.40645 -25.76360 19.67875
H -13.56374 -25.03837 21.05375
H -12.33634 -24.93178 18.28340
H -12.28541 -26.42779 19.22825
H -9.98272 -25.77794 18.76940
H -9.28264 -24.76752 20.09916
H -10.03000 -24.00371 18.69288
O -27.47328 -17.16681 23.90064
C -26.57223 -17.88249 24.18942
O -25.34983 -17.45473 24.55548
C -24.54485 -18.55010 25.02679
C -25.40840 -19.77170 24.68763
O -26.63206 -19.23778 24.19533
H -23.59120 -18.59983 24.51259
H -24.45306 -18.41349 26.10010
H -25.60941 -20.43360 25.53107
H -24.95554 -20.40772 23.92298
O -15.83641 -28.91707 24.20023
C -16.54883 -28.03337 23.86649
O -17.90070 -28.17433 23.68902
C -18.41967 -26.97178 23.15382
C -17.35264 -25.93693 23.48144
O -16.17476 -26.76791 23.60504
H -18.58705 -27.02916 22.07543
H -19.38526 -26.71871 23.59141
H -17.47600 -25.38928 24.41364
H -17.17845 -25.21575 22.68834
O -19.35638 -24.31054 21.10784
C -20.26588 -24.21455 20.34614
O -21.04195 -25.23585 19.92906
C -21.83981 -24.81951 18.81541
C -21.60382 -23.30754 18.74177
O -20.63429 -23.06319 19.76712
H -21.49275 -25.38405 17.95178
H -22.89111 -25.05078 18.97681
H -22.48967 -22.71556 18.96749
H -21.20000 -22.93711 17.80073
O -23.05885 -19.63673 27.98902
C -22.53713 -20.54788 28.53826
O -23.07547 -21.23477 29.57633
C -22.02667 -21.97150 30.19568
C -21.05888 -22.17445 29.03509
O -21.31519 -21.03526 28.22955
H -21.59026 -21.37390 31.00007
H -22.35256 -22.90986 30.63689
H -21.30081 -23.09560 28.49495
H -20.02413 -22.24706 29.35426
Br -23.74825 -18.74419 20.88011
C -24.28652 -20.21189 19.72853
C -24.81258 -21.36846 20.53692
Br -23.37506 -22.09407 21.65049
H -23.38487 -20.47043 19.17792
H -25.01189 -19.86796 18.99307
H -25.20266 -22.19412 19.94988
H -25.56524 -21.02759 21.24244
Br -22.87432 -22.07888 25.23787
C -20.94200 -21.99279 24.92972
C -20.45351 -22.87976 23.81712
Br -18.51436 -22.70660 23.82491
H -20.41236 -22.04791 25.87258
H -20.84761 -20.96928 24.56978
H -20.79039 -22.52713 22.84765
H -20.70222 -23.92977 23.93189
Br -20.65932 -19.73711 18.90584
C -19.62957 -19.40415 20.53900
C -18.21038 -19.77224 20.21246
Br -16.97195 -19.47646 21.70503
H -20.02692 -19.96205 21.38328
H -19.77704 -18.34842 20.74544
H -17.78721 -19.18527 19.40440
H -18.11351 -20.82100 19.94490
*
```

Atomic partial charges in e from the Löwdin method, atoms 1 to 99: -0.10, -0.18, -0.26, -0.22, -0.03, -0.22, -0.25, -0.19, -0.11, 0.09, 0.10, 0.07, 0.07, 0.09, 0.12, 0.08, 0.10, 0.09, 0.12, 0.13, 0.12, 0.09, 0.09, 0.09, -0.12, -0.18, -0.26, -0.22, -0.06, -0.20, -0.23, -0.18, -0.12, 0.04, 0.09, 0.09, 0.10, 0.11, 0.10, 0.13, 0.10, 0.12, 0.12, 0.13, 0.11, 0.08, 0.09, 0.08, -0.11, -0.22, -0.25, -0.19, -0.05, -0.21, -0.24, -0.19, -0.12, 0.09, 0.09, 0.08, 0.05, 0.11, 0.11, 0.11, 0.10, 0.12, 0.12, 0.12, 0.12, 0.08, 0.09, 0.09, 0.16, -0.58, 0.06, -0.10, -0.17, 0.05, 0.12, 0.12, 0.12, 0.06, 0.17, -0.57, 0.06, -0.13, -0.14, 0.06, 0.13, 0.12, 0.09, 0.09, 0.12, -0.58, 0.05, -0.09, -0.14, 0.00, 0.13

***

This record from OMol25 describes 5 unconnected molecules or ions with the total composition C36H73N4O6 in a non-equilibrium geometry. The level of theory is ωB97M-V with the def2-TZVPD basis set.

The strongest force on any atom is 8.542 eV/A. The value obtained for the energy above the lowest of the compared OMol25 structures with the same formula, charge and spin is 3.1253 eV.

```
! RIJCOSX wB97M-V def2-TZVPD def2/J DEFGRID3
* xyz 3 1
C 1.69630 -7.27175 -2.10060
C 0.91476 -6.43464 -1.05429
C 1.86379 -5.65902 -0.11426
C 2.57255 -4.42364 -0.80148
C 1.44471 -3.50533 -1.27644
C 0.36464 -4.12772 -2.26211
N -0.05819 -5.46516 -1.72455
O -1.14557 -5.95827 -2.19619
C 1.08875 -4.34341 -3.60563
C -0.85309 -3.16779 -2.33220
C 0.19642 -7.36009 -0.07560
H 2.39779 -6.73498 -2.73573
H 0.96766 -7.81125 -2.70736
H 2.28171 -8.07675 -1.65643
H 2.63240 -6.31157 0.29931
H 1.41540 -5.20126 0.76822
H 3.25096 -4.63879 -1.62756
H 3.17376 -3.96010 -0.01969
H 1.99637 -2.66013 -1.68838
H 0.92805 -3.13484 -0.38996
H 1.59900 -3.47217 -4.01609
H 0.33889 -4.62923 -4.34469
H 1.88497 -5.08432 -3.58799
H -0.57369 -2.34414 -2.99066
H -1.17227 -2.75519 -1.37712
H -1.69497 -3.56054 -2.90306
H 0.89425 -8.04802 0.40115
H -0.64264 -7.95741 -0.42929
H -0.09857 -6.72919 0.76378
C 0.77624 0.40918 3.69698
C 2.33846 0.45773 3.47041
C 2.87421 -0.94179 2.98395
C 4.27671 -0.89303 2.41288
C 4.44227 0.17665 1.29699
C 4.04095 1.57391 1.64397
N 2.65629 1.54368 2.38795
O 1.94995 2.68250 2.46679
C 3.91733 2.42434 0.40864
C 5.08528 2.17832 2.60809
C 3.04399 0.88212 4.77036
H 0.55159 -0.48452 4.27877
H 0.29908 0.19669 2.73742
H 0.29398 1.31213 4.06624
H 2.19072 -1.34427 2.23209
H 2.63025 -1.65628 3.77180
H 4.52775 -1.84305 1.94153
H 4.89455 -0.82542 3.30952
H 3.76736 -0.01878 0.45817
H 5.39638 -0.05019 0.82189
H 3.87439 3.45353 0.76548
H 3.09505 2.09798 -0.22671
H 4.86711 2.34564 -0.12043
H 4.75884 3.03932 3.19767
H 5.85893 2.74145 2.08414
H 5.49440 1.49681 3.35115
H 4.06244 0.49769 4.71260
H 2.50239 0.42518 5.59792
H 3.20357 1.91712 5.07253
C -1.34662 4.34501 1.01265
C -0.66295 4.93054 -0.27535
C 0.79777 4.37051 -0.27296
C 1.49530 4.47584 -1.61749
C 0.69687 3.66731 -2.65969
C -0.73049 4.16765 -2.84621
N -1.34892 4.19883 -1.43821
O -2.62098 4.06560 -1.37348
C -1.43429 3.02028 -3.61234
C -0.71659 5.55420 -3.61841
C -0.70928 6.47152 -0.29015
H -1.33929 3.26504 1.16572
H -2.38248 4.68101 0.97209
H -0.82854 4.67214 1.91412
H 0.84156 3.36817 0.15358
H 1.39577 4.98878 0.39958
H 2.53613 4.16937 -1.52613
H 1.45088 5.51253 -1.95561
H 0.71334 2.61386 -2.37447
H 1.32133 3.69353 -3.55316
H -1.38605 2.02750 -3.16969
H -1.10369 3.06482 -4.65007
H -2.48195 3.30320 -3.73230
H -1.71914 5.78940 -3.97938
H -0.09976 5.51271 -4.51496
H -0.43734 6.43390 -3.04046
H -0.75082 6.89098 0.71502
H -1.65089 6.82502 -0.71369
H 0.11856 6.96326 -0.79863
C -4.54111 0.47678 -2.75017
C -4.62781 -0.32836 -1.47052
C -3.83971 0.27932 -0.29937
N -3.93414 -0.43887 1.07142
C -3.27905 -1.81041 1.04248
C -3.23892 0.45215 2.13232
C -4.18907 0.49746 3.31708
C -5.23338 -0.61681 3.03797
C -5.38991 -0.54259 1.52742
H -5.44427 0.56158 -3.35398
H -3.62635 0.40423 -3.33612
H -4.55601 1.53610 -2.46828
H -4.23277 -1.31817 -1.71207
H -5.67590 -0.52178 -1.24089
H -4.29204 1.26145 -0.15049
H -2.77381 0.47345 -0.42904
H -2.29818 -1.78016 0.56945
H -3.95014 -2.47994 0.50722
H -3.11547 -2.17643 2.05485
H -2.21605 0.11413 2.28657
H -3.18864 1.47003 1.74679
H -3.61571 0.28040 4.21925
H -4.62891 1.46800 3.54255
H -4.90129 -1.56006 3.46838
H -6.27091 -0.45680 3.33444
H -5.83381 -1.42366 1.06499
H -5.93045 0.31952 1.13899
O 0.13676 -0.09925 -1.76189
C 0.25517 0.20289 -0.47270
O 1.04859 -0.55370 0.11905
O -0.35593 1.10127 0.11561
H 0.78716 -0.80222 -1.58513
*
```

Atomic partial charges in e from the Löwdin method, atoms 1 to 99: 0.02, -0.42, -0.12, -0.14, -0.14, -0.39, 0.09, 0.22, 0.02, 0.00, -0.02, 0.08, 0.11, 0.11, 0.14, 0.12, 0.11, 0.11, 0.12, 0.11, 0.11, 0.11, 0.07, 0.10, 0.08, 0.09, 0.11, 0.10, 0.09, -0.01, -0.37, -0.13, -0.14, -0.12, -0.44, 0.16, 0.15, -0.02, 0.01, 0.00, 0.10, 0.06, 0.09, 0.10, 0.13, 0.12, 0.11, 0.12, 0.15, 0.10, 0.09, 0.12, 0.10, 0.11, 0.09, 0.08, 0.11, 0.10, -0.02, -0.38, -0.15, -0.15, -0.14, -0.39, 0.11, 0.19, -0.01, 0.04, 0.02, 0.06, 0.09, 0.10, 0.08, 0.13, 0.11, 0.11, 0.11, 0.14, 0.08, 0.11, 0.08, 0.10, 0.11, 0.08, 0.11, 0.10, 0.09, -0.09, -0.22, -0.11, -0.23, 0.04, -0.08, -0.13, -0.13, -0.10, 0.09, 0.08, 0.07

***

Record order is preserved below.
Highest occupied orbital energy: -9.291, -9.008, -15.322 eV
Record order is preserved below.
Kohn-Sham gap: 9.834, 8.753, 5.472 eV